No. 1
13
Properties=species:S:1:pos:R:3:forces:R:3 method="wB97M-V/def2-TZVPD" total_charge=0 homo_ev=-8.604 smiles="C1=C[C@H]2N[C@H]2C1" lumo_ev=1.15 orbital_gap_ev=9.8
C -0.885 0.566 0.678 0.0 -0.3 0.0
C -1.155 -0.595 -0.258 -0.2 -0.1 -0.3
C -0.031 -1.116 -0.770 -0.3 -0.1 -0.3
C 1.168 -0.357 -0.348 -0.1 -0.4 0.2
N 1.268 1.095 -0.499 0.0 0.0 0.2
C 0.622 0.538 0.703 -0.1 -0.1 0.3
H -1.258 0.459 1.703 -0.2 -0.4 -0.3
H -1.302 1.531 0.335 0.2 -0.3 -0.1
H -2.158 -0.892 -0.526 -0.1 -0.2 0.0
H 0.066 -2.034 -1.336 -0.3 0.2 -0.3
H 2.159 -0.792 -0.230 -0.4 -0.3 0.1
H 0.504 1.357 -1.137 0.3 0.3 0.5
H 0.965 0.201 1.678 1.2 1.7 0.1

No. 2
57
Properties=species:S:1:pos:R:3:forces:R:3 method="wB97M-V/def2-TZVPD" s2=8.796 total_charge=+2 spin_multiplicity=6 homo_ev="-12.818 / -15.244" lumo_ev="-6.69 / -9.84" orbital_gap_ev="6.1 / 5.4"
C -1.789 2.819 -3.727 0.1 1.5 0.0
C -1.491 1.503 -3.415 0.1 -0.4 0.1
C -0.107 1.137 -3.539 0.4 -0.5 0.0
C 0.836 2.141 -3.152 -0.9 2.6 -0.1
C 0.523 3.498 -3.404 1.2 -1.8 0.8
C -0.786 3.813 -3.765 -2.4 -0.3 -0.5
C 1.964 1.700 -2.471 2.0 0.9 -1.3
C 2.431 0.433 -2.858 2.0 -0.6 0.5
C 1.442 -0.512 -3.275 -0.1 0.6 0.0
C 1.703 -1.872 -2.912 0.0 -0.2 -0.4
C 3.039 -2.257 -2.945 1.0 -0.1 0.3
C 4.085 -1.305 -2.911 -0.1 -2.8 -0.3
C 3.784 0.041 -2.792 -1.7 1.8 0.3
H -2.824 3.101 -3.847 -0.1 0.2 0.1
H 1.273 4.276 -3.284 -0.1 -0.2 0.0
H -1.074 4.854 -3.934 0.1 -0.4 0.0
H 2.638 2.383 -1.963 -0.1 0.0 0.0
H 3.255 -3.319 -2.916 0.2 0.1 0.2
H 5.126 -1.658 -2.855 -0.6 0.2 -0.1
H 4.556 0.797 -2.639 -0.2 -0.3 0.0
N 0.283 -0.118 -3.850 -1.0 -0.5 1.5
Ir 0.220 0.259 0.246 -0.4 1.6 -2.6
C -2.401 0.578 -2.635 0.8 0.1 0.4
H -2.335 -0.480 -2.956 0.0 0.5 0.1
H -3.451 0.898 -2.571 0.3 0.0 -0.3
C 0.591 -2.687 -2.312 0.0 1.0 0.3
H -0.343 -2.646 -2.902 0.4 0.1 0.2
H 0.871 -3.725 -2.099 0.0 0.2 -0.1
P -1.859 0.666 -0.771 -2.3 0.2 -0.9
P 0.213 -1.939 -0.542 1.0 -2.5 -0.7
C 1.542 -2.667 0.500 -0.2 -0.1 0.0
H 1.269 -2.524 1.561 0.2 -0.1 -0.4
H 1.633 -3.739 0.292 0.0 0.1 0.1
H 2.500 -2.167 0.310 -0.3 0.0 0.0
C -1.283 -2.949 -0.172 0.2 0.4 0.2
H -0.950 -3.989 -0.033 -0.2 0.3 -0.1
H -1.749 -2.581 0.757 0.1 -0.4 -0.4
H -1.992 -2.896 -1.013 0.2 0.0 0.4
C -2.109 2.395 -0.230 0.2 0.2 0.1
H -2.829 2.898 -0.882 0.0 0.0 0.1
H -2.465 2.420 0.811 0.0 -0.2 -0.3
H -1.163 2.940 -0.250 -0.1 0.0 -0.1
C -3.310 -0.218 -0.052 0.2 0.0 -0.2
H -3.203 -0.401 1.027 -0.1 0.3 -0.4
H -4.190 0.408 -0.256 0.1 -0.3 0.2
H -3.430 -1.188 -0.549 -0.1 0.2 0.1
C -0.692 -0.334 1.751 -2.0 -2.4 6.7
O -1.215 -0.722 2.713 1.2 1.2 -3.1
H 0.844 0.912 -1.042 0.6 -0.2 -0.9
F 4.026 1.737 3.351 -1.2 -0.2 -0.6
C 2.750 1.551 2.963 0.4 0.6 1.8
F 2.349 0.331 3.389 0.2 0.8 -0.7
F 1.961 2.468 3.570 0.7 -0.7 -0.7
S 2.581 1.705 1.114 1.7 0.4 0.5
O 1.087 1.961 1.047 -0.1 -0.7 -0.1
O 3.344 2.802 0.595 -0.7 -0.7 0.5
O 2.918 0.359 0.668 -0.6 0.3 -0.3

No. 3
9
Properties=species:S:1:pos:R:3:forces:R:3 method="wB97M-V/def2-TZVPD" total_charge=0 homo_ev=-8.240 smiles="[H]/P=C/SC" lumo_ev=0.18 orbital_gap_ev=8.4
C 0.899 0.074 -0.722 -1.1 -1.3 0.7
C -1.422 -0.008 1.082 -1.1 0.6 0.0
P 1.666 0.345 -2.178 1.6 0.1 0.6
S -0.898 0.518 -0.584 2.1 -0.4 0.0
H 1.440 -0.663 -0.015 -1.4 1.7 -0.5
H -2.507 -0.379 0.833 2.3 -0.1 1.0
H -1.592 0.902 1.775 0.7 -1.5 -1.0
H -0.602 -0.722 1.437 -1.9 0.7 -0.1
H 3.016 -0.067 -1.629 -1.4 0.1 -0.8

No. 4
8
Properties=species:S:1:pos:R:3:forces:R:3 method="wB97M-V/def2-TZVPD" total_charge=0 homo_ev="-9.817 / -9.494" lumo_ev="-1.67 / -1.20" orbital_gap_ev="8.1 / 8.3"
C -0.025 -0.957 0.021 -0.9 -0.2 0.6
Si -0.036 0.915 -0.184 -1.0 -0.5 1.5
Cl -2.075 1.418 -0.044 1.1 -0.1 -0.2
Cl 0.823 1.691 -1.819 0.0 -0.1 -0.5
Cl 0.958 1.694 1.395 0.1 0.3 0.3
I 1.580 -1.995 -0.809 0.3 0.0 0.3
H -0.340 -1.443 2.010 0.4 0.8 -2.8
H -0.886 -1.322 -0.570 0.1 -0.1 1.0

No. 5
19
Properties=species:S:1:pos:R:3:forces:R:3 method="wB97M-V/def2-TZVPD" total_charge=-1 homo_ev=-3.263 lumo_ev=3.86 orbital_gap_ev=7.1
C -0.186 0.964 0.242 -0.4 -0.7 -0.3
N -0.609 0.025 -0.827 0.5 0.4 0.0
C -1.062 -1.255 -0.230 -0.4 -0.4 0.6
O -0.257 -1.786 0.698 -0.4 0.1 0.0
C -0.474 2.398 -0.140 0.4 0.9 -0.4
C 0.352 2.822 -1.371 0.2 -0.8 0.4
H 0.882 0.835 0.443 0.0 0.1 0.2
H -0.702 0.652 1.151 0.0 0.2 0.1
H 0.243 -0.192 -1.339 -0.2 -0.1 -0.1
H -1.282 -1.953 -1.067 0.2 0.2 -0.3
H -2.082 -1.009 0.177 0.2 0.1 0.0
H -1.534 2.557 -0.357 -0.1 -0.2 0.1
H -0.205 3.090 0.667 -0.1 -0.2 0.2
H 1.404 2.589 -1.165 0.0 0.2 0.0
H 0.273 3.879 -1.618 -0.1 0.0 -0.1
H 0.089 2.175 -2.210 -0.2 0.3 -0.2
H 0.936 -2.441 1.297 1.1 -0.3 -0.2
H 1.807 -3.757 1.240 0.0 0.3 0.1
O 1.852 -2.857 1.587 -0.7 -0.1 0.0

No. 6
17
Properties=species:S:1:pos:R:3:forces:R:3 method="wB97M-V/def2-TZVPD" total_charge=0 homo_ev="-7.931 / -7.941" lumo_ev="0.31 / 0.32" orbital_gap_ev="8.2 / 8.3"
C 1.481 -0.226 0.418 0.3 -0.1 -0.1
C 0.432 0.700 1.089 0.1 0.1 0.3
C -0.136 1.315 0.008 0.0 0.1 -0.3
C -0.980 0.160 -0.483 -0.1 0.1 -0.3
C -1.836 -0.221 0.731 -0.1 0.0 0.1
C -0.491 -0.497 1.375 -0.1 -0.2 0.3
C 0.144 -0.955 0.027 0.1 -0.3 -0.1
H 2.117 0.203 -0.359 -0.1 0.0 0.1
H 2.069 -0.861 1.093 -0.1 0.1 -0.1
H 1.800 1.286 -2.727 0.0 -0.1 0.0
H 1.415 0.651 -2.738 0.0 0.1 0.0
H 0.460 1.913 -0.678 -0.1 -0.1 0.1
H -1.387 0.180 -1.497 0.1 0.0 0.2
H -2.471 0.566 1.153 0.1 -0.1 -0.1
H -2.410 -1.138 0.569 0.1 0.1 0.0
H -0.333 -1.062 2.296 0.0 0.1 -0.1
H 0.125 -2.013 -0.278 0.0 0.2 0.0

No. 7
64
Properties=species:S:1:pos:R:3:forces:R:3 method="wB97M-V/def2-TZVPD" total_charge=0 homo_ev=-8.408 smiles="COC(=O)C1=C(C)NC(C)=C(C(=O)OCCN(C)Cc2ccccc2)[C@@H]1c1cccc([N+](=O)[O-])c1" lumo_ev=-0.23 orbital_gap_ev=8.2
C -3.289 2.656 1.150 -0.2 0.4 0.1
H -3.409 3.382 1.956 0.0 -0.1 -0.2
H -4.254 2.224 0.885 0.1 0.0 0.0
H -2.844 3.137 0.276 0.0 -0.1 0.0
O -2.431 1.604 1.569 0.1 -0.3 0.0
C -1.867 1.698 2.788 -0.1 0.4 0.5
O -2.108 2.613 3.546 0.0 0.0 -0.2
C -0.961 0.573 3.053 0.1 -0.6 0.1
C -0.488 0.300 4.290 -0.4 0.4 -0.3
N 0.285 -0.821 4.494 0.2 0.0 0.2
C 0.404 -1.833 3.575 -0.1 -0.2 -0.6
C -0.023 -1.629 2.306 -0.2 0.4 0.3
C 0.066 -2.685 1.301 0.2 -0.4 0.2
O 0.483 -3.808 1.493 0.0 0.0 -0.1
O -0.365 -2.273 0.091 -0.1 0.3 0.2
C -0.285 -3.233 -0.959 -0.2 -0.7 -0.3
H 0.743 -3.259 -1.337 -0.1 0.0 0.0
H -0.527 -4.217 -0.543 0.0 0.2 -0.1
C -1.237 -2.881 -2.100 0.4 0.1 0.3
N -0.645 -1.919 -3.011 -0.1 0.0 0.0
C -1.221 -1.983 -4.337 0.1 0.0 0.0
H -2.297 -1.746 -4.348 0.0 0.0 0.0
H -0.702 -1.271 -4.976 -0.1 0.0 -0.1
H -1.078 -2.983 -4.745 0.0 0.0 -0.1
C -0.687 -0.562 -2.480 0.2 -0.1 0.0
C 0.298 0.320 -3.194 -0.1 0.1 0.0
C -0.119 1.331 -4.050 0.0 -0.1 0.1
C 0.807 2.132 -4.697 0.0 0.1 -0.1
C 2.161 1.929 -4.496 0.0 0.0 -0.1
C 2.586 0.920 -3.648 0.1 -0.1 0.0
C 1.660 0.122 -3.001 -0.1 0.0 -0.1
H 1.986 -0.663 -2.334 0.1 -0.1 0.1
H 3.642 0.760 -3.485 0.1 0.0 0.0
H 2.882 2.560 -4.993 0.1 0.1 0.0
H 0.469 2.922 -5.351 0.0 0.1 0.0
H -1.175 1.502 -4.200 -0.1 0.0 0.0
H -0.412 -0.617 -1.426 -0.1 0.1 -0.1
H -1.702 -0.134 -2.555 0.0 0.0 0.1
H -1.427 -3.800 -2.659 0.0 0.0 0.1
H -2.194 -2.531 -1.677 0.0 -0.1 -0.1
C -0.527 -0.273 1.864 0.0 0.0 0.1
C 0.541 0.496 1.106 0.1 0.0 -0.2
C 0.171 1.400 0.122 0.1 0.3 -0.2
C 1.136 2.153 -0.531 0.4 -0.9 1.1
C 2.486 2.003 -0.244 -0.2 0.2 -0.2
C 2.855 1.092 0.726 0.0 0.0 0.0
C 1.893 0.355 1.401 -0.1 0.0 0.0
H 2.200 -0.345 2.163 0.0 -0.1 0.1
H 3.899 0.957 0.967 0.1 0.0 0.0
H 3.212 2.597 -0.776 0.0 0.0 0.0
N 0.718 3.122 -1.507 -0.1 0.5 -0.4
O -0.475 3.305 -1.646 -0.3 0.1 -0.1
O 1.577 3.717 -2.121 0.1 0.2 0.0
H -0.864 1.535 -0.145 0.0 0.0 0.0
H -1.381 -0.408 1.195 0.2 0.0 0.1
C 0.990 -3.104 4.089 0.1 -0.1 0.0
H 1.794 -3.442 3.439 0.0 0.0 0.1
H 0.239 -3.892 4.078 0.0 0.0 0.0
H 1.366 -2.980 5.103 0.0 0.0 0.1
H 0.577 -1.010 5.442 -0.1 0.0 -0.2
C -0.743 1.077 5.539 -0.1 0.2 0.0
H -1.166 0.428 6.306 0.0 -0.1 0.1
H 0.197 1.482 5.913 0.1 0.0 0.1
H -1.421 1.900 5.346 0.1 -0.1 0.1

No. 8
101
Properties=species:S:1:pos:R:3:forces:R:3 method="wB97M-V/def2-TZVPD" total_charge=0 homo_ev=-9.164 smiles="[H]/N=C(/C)CN(OCC)C(=O)O[C@H](C)F.CC(C)O.CC(C)O.CC(C)O.CC(C)O.CC(C)O.CC(C)O" lumo_ev=0.69 orbital_gap_ev=9.9
C 1.049 2.865 2.220 -0.2 0.0 -0.4
C 0.121 1.674 2.410 0.0 0.6 -0.3
O 0.237 0.952 3.639 -0.4 0.1 0.3
N 1.505 1.044 4.211 0.5 -0.8 0.2
C 1.399 0.894 5.685 0.9 1.4 -0.6
C 1.657 2.237 6.396 -0.6 -0.4 0.2
C 2.381 3.349 5.695 0.2 0.0 0.1
N 1.244 2.411 7.583 0.2 -0.1 -0.2
C 2.354 0.047 3.667 -0.3 -0.3 0.0
O 2.004 -0.857 2.977 0.0 0.0 -0.4
O 3.670 0.248 4.019 -0.7 0.5 0.1
C 4.508 0.602 2.933 1.5 -0.2 0.3
C 5.314 1.825 3.300 -0.3 0.1 0.4
F 3.800 0.798 1.789 -0.4 0.3 -0.3
H 0.789 3.704 2.862 0.1 -0.1 0.3
H 0.893 3.211 1.195 0.0 0.0 0.0
H 2.104 2.631 2.311 0.0 -0.1 0.1
H -0.899 2.061 2.402 -0.1 -0.2 0.1
H 0.198 1.004 1.551 0.3 -0.3 0.2
H 2.176 0.201 6.011 -0.2 0.0 0.1
H 0.423 0.499 5.951 -0.1 -0.1 -0.1
H 2.956 3.016 4.840 0.0 -0.2 -0.1
H 3.052 3.843 6.396 -0.1 0.0 0.1
H 1.659 4.087 5.346 -0.1 0.0 0.0
H 0.758 1.562 7.872 -0.1 0.0 0.2
H 5.194 -0.227 2.752 -0.1 -0.2 0.0
H 5.780 1.624 4.264 0.1 0.0 0.0
H 6.083 2.047 2.566 0.0 -0.1 -0.1
H 4.680 2.701 3.437 -0.1 0.0 -0.1
C 0.692 -1.125 -2.843 -0.1 0.0 0.0
C 0.803 0.275 -2.260 0.2 -0.4 0.3
C 2.122 0.463 -1.522 0.0 0.2 0.0
O -0.290 0.531 -1.376 0.0 0.2 -0.1
H 0.725 -1.874 -2.046 0.1 0.0 0.0
H -0.256 -1.248 -3.365 0.0 0.0 -0.1
H 1.499 -1.331 -3.545 0.0 0.0 0.0
H 0.722 1.009 -3.063 -0.1 0.1 0.1
H 2.194 -0.236 -0.684 0.0 -0.1 0.0
H 2.192 1.471 -1.108 0.0 0.0 0.0
H 2.974 0.298 -2.183 0.0 0.0 0.0
H -0.229 -0.107 -0.658 0.0 -0.1 0.0
C -1.322 -4.258 -6.315 0.0 -0.1 0.1
C -1.134 -2.802 -5.917 0.0 -0.1 -0.5
C -1.907 -1.872 -6.837 0.0 0.1 0.0
O 0.257 -2.468 -5.918 0.0 0.0 0.3
H -0.946 -4.428 -7.328 -0.1 0.1 0.0
H -0.764 -4.914 -5.645 0.0 0.0 0.0
H -2.375 -4.541 -6.286 0.0 0.0 0.0
H -1.473 -2.660 -4.890 0.1 0.0 0.0
H -1.547 -1.965 -7.867 0.0 -0.1 0.0
H -1.763 -0.832 -6.538 0.0 0.0 0.0
H -2.973 -2.093 -6.816 0.1 0.0 0.0
H 0.585 -2.586 -6.815 0.0 0.0 -0.1
C -7.172 -1.759 -5.064 0.1 -0.1 0.1
C -5.870 -1.064 -5.433 -0.4 0.1 -0.3
C -6.125 0.263 -6.130 0.2 -0.1 0.1
O -5.077 -1.918 -6.264 0.0 0.0 0.2
H -7.756 -1.977 -5.962 0.0 0.1 0.0
H -6.973 -2.708 -4.565 0.0 0.0 0.0
H -7.777 -1.138 -4.402 0.0 0.0 0.0
H -5.279 -0.894 -4.531 0.1 -0.1 0.0
H -6.678 0.109 -7.061 -0.1 0.0 0.0
H -5.184 0.747 -6.389 0.0 0.0 0.0
H -6.700 0.940 -5.501 0.0 0.0 0.0
H -5.574 -2.085 -7.071 -0.1 0.0 0.0
C 2.555 0.228 10.171 -0.1 0.0 -0.1
C 2.626 -1.002 9.278 0.4 0.1 0.2
C 3.663 -1.991 9.785 0.0 -0.2 -0.1
O 2.928 -0.631 7.927 -0.2 -0.1 0.1
H 3.517 0.747 10.183 0.0 -0.1 0.0
H 1.813 0.935 9.807 0.0 0.0 0.0
H 2.299 -0.047 11.196 0.0 0.0 0.0
H 1.649 -1.487 9.242 0.0 0.0 -0.1
H 4.658 -1.536 9.784 0.0 0.1 0.1
H 3.706 -2.868 9.138 0.0 0.0 0.0
H 3.436 -2.317 10.800 0.0 0.0 0.0
H 3.789 -0.199 7.934 0.0 0.0 0.0
C 7.095 -3.577 0.001 0.1 0.1 -0.1
C 7.071 -3.053 1.429 -0.4 -0.1 -0.2
C 5.901 -3.626 2.214 0.0 0.1 0.1
O 7.010 -1.626 1.429 0.2 0.1 0.1
H 6.183 -3.287 -0.527 -0.1 -0.1 0.1
H 7.938 -3.155 -0.547 0.0 0.0 0.0
H 7.174 -4.664 -0.020 0.0 0.0 0.0
H 8.006 -3.311 1.927 0.0 0.1 0.0
H 4.952 -3.337 1.754 0.0 0.0 -0.1
H 5.898 -3.240 3.235 0.0 0.0 0.0
H 5.946 -4.715 2.255 0.0 0.0 0.0
H 6.191 -1.372 0.990 0.0 0.0 -0.1
C -9.551 3.187 -5.653 0.1 -0.1 0.1
C -8.247 3.871 -6.035 -0.3 0.0 -0.3
C -8.495 5.212 -6.709 0.1 0.1 0.0
O -7.477 3.023 -6.887 0.1 0.1 0.2
H -10.153 2.987 -6.544 0.0 0.1 0.0
H -9.355 2.229 -5.171 0.0 0.0 0.0
H -10.139 3.805 -4.973 0.0 0.0 0.0
H -7.641 4.022 -5.140 0.1 -0.1 0.0
H -9.064 5.075 -7.633 -0.1 0.0 0.0
H -7.550 5.687 -6.975 0.0 0.0 0.0
H -9.053 5.886 -6.058 0.0 0.0 0.0
H -7.987 2.872 -7.689 0.0 0.0 -0.1

Results for max |F|: 2.12, 7.38, 2.49, 2.95, 1.16, 0.35, 1.46, 1.76 (in eV/Å, following the order of the records).
Results for electronic energy: -249.38176, -2654.37795, -818.65606, -2007.08945, -364.84403, -272.48214, -1623.80559, -1914.87999 (in a.u., following the order of the records).
Results for ΔE to the lowest compared entry with this formula, charge and spin: 57.40, 32.30, 26.24, 85.48, 7.20, 148.00, 115.42, 6.86 (in kcal per mole, following the order of the records).